No. 1
# C4H5NO

One molecule with the formula C4H5NO in a non-equilibrium geometry (ωB97M-V/def2-TZVPD, the Open Molecules 2025 dataset).

Output
* energy: -7761.4100 eV
* HOMO energy (alpha / beta): -8.924 / -8.231 eV
* ΔE to the lowest compared entry with this formula, charge and spin: 117.99 kcal/mol
* maximum force: 0.0384 Eh/bohr
* LUMO energy (alpha / beta): -0.006 / -0.020 hartree

Positions of all 11 atoms, in Å:
O -0.48 -0.25 2.63
C 0.11 -0.27 1.63
C -1.20 0.01 -0.64
C 0.24 -0.18 -0.82
N 0.99 0.99 -0.88
C 0.86 -0.50 0.55
H -1.78 -0.57 0.07
H -1.72 0.72 -1.27
H 0.56 -0.91 -1.58
H 0.50 1.68 -0.31
H 1.92 -0.71 0.63

Results of the Mulliken charge analysis, in e, for atoms 1 through 8: atom 1 (O): -0.3636, atom 2 (C): 0.5227, atom 3 (C): -1.0466, atom 4 (C): 0.4933, atom 5 (N): -0.6086, atom 6 (C): -0.6986, atom 7 (H): 0.3237, atom 8 (H): 0.3124

No. 2
# C22H37N7O2S2

A 9-piece molecular cluster, C22H37N7O2S2 overall in a non-equilibrium geometry (ωB97M-V/def2-TZVPD, the Open Molecules 2025 dataset).

Output
* energy: -59605.4184 eV
* total charge: -1
* 2S+1: 2
* HOMO energy (alpha / beta): 0.065 / -6.371 eV
* ⟨S²⟩: 0.751
* maximum force: 0.0980 Eh/bohr
* LUMO energy (alpha / beta): 0.076 / 0.075 hartree

Positions of all 70 atoms, in Å:
C 7.79 14.45 -2.88
S 7.72 13.41 -1.36
O 6.78 12.29 -1.72
C 9.35 12.60 -1.71
H 6.79 14.76 -3.19
H 8.16 13.90 -3.74
H 8.49 15.28 -2.87
H 9.57 11.85 -0.95
H 10.09 13.39 -1.64
H 9.35 12.18 -2.72
C 16.45 9.19 -1.43
S 17.07 10.88 -1.83
O 16.32 11.93 -0.99
C 18.81 10.76 -1.09
H 15.39 9.28 -1.65
H 16.64 8.77 -0.44
H 16.83 8.52 -2.21
H 19.26 9.91 -1.60
H 18.56 10.66 -0.03
H 19.39 11.66 -1.30
C 12.28 7.10 -1.18
C 12.05 8.56 -0.88
N 11.83 9.72 -0.73
H 13.17 7.03 -1.82
H 11.43 6.74 -1.76
H 12.45 6.51 -0.28
C 16.69 14.26 -3.93
C 16.66 13.97 -5.37
N 16.66 13.77 -6.51
H 16.81 15.33 -3.80
H 17.58 13.80 -3.50
H 15.78 14.07 -3.35
C 16.32 15.48 -0.50
C 16.08 16.19 0.78
N 15.92 16.73 1.75
H 17.23 15.78 -1.01
H 15.43 15.65 -1.12
H 16.40 14.41 -0.30
C 13.34 12.58 -1.07
C 13.30 13.85 -0.31
N 13.27 14.83 0.29
H 13.58 11.77 -0.38
H 14.06 12.57 -1.89
H 12.40 12.31 -1.55
C 13.00 14.62 3.81
C 12.91 13.15 3.59
N 12.86 12.01 3.41
H 12.11 15.18 3.54
H 13.71 15.00 3.09
H 13.25 14.86 4.84
N 14.56 11.16 -4.39
C 13.62 10.52 -3.64
C 12.44 10.91 -4.14
C 12.62 11.73 -5.25
C 13.98 11.79 -5.43
H 15.55 11.03 -4.23
H 13.88 9.85 -2.84
H 11.51 10.59 -3.68
H 11.83 12.22 -5.79
H 14.58 12.23 -6.21
N 12.08 18.02 0.55
C 10.92 18.79 0.58
C 11.27 20.11 0.40
C 12.61 20.14 0.10
C 13.15 18.89 0.31
H 12.22 17.03 0.68
H 9.97 18.29 0.74
H 10.57 20.94 0.41
H 13.19 20.98 -0.25
H 14.18 18.58 0.28

Results of the Mulliken charge analysis, in e, for atoms 1 through 8: atom 1 (C): -0.9594, atom 2 (S): 0.4832, atom 3 (O): -0.6334, atom 4 (C): -0.9388, atom 5 (H): 0.3468, atom 6 (H): 0.2785, atom 7 (H): 0.3740, atom 8 (H): 0.4230

No. 3
# C3H3NO

One molecule with the formula C3H3NO in a non-equilibrium geometry (ωB97M-V/def2-TZVPD, the Open Molecules 2025 dataset).

Output
* energy: -6694.0446 eV
* HOMO energy: -9.541 eV
* ΔE to the lowest compared entry with this formula, charge and spin: 56.44 kcal/mol
* maximum force: 0.0226 Eh/bohr
* LUMO energy: 0.011 hartree

Positions of all 8 atoms, in Å:
O -1.85 0.41 -0.10
C -0.64 0.71 0.33
C 0.25 -0.47 0.06
C 1.61 -0.04 -0.27
N 2.68 0.30 -0.57
H -2.28 1.23 0.19
H -0.14 -1.16 -0.70
H 0.29 -1.01 1.02

Charge distribution, Mulliken scheme, values in e: atom 1 (O): -0.3043, atom 2 (C): -0.4880, atom 3 (C): 0.0577, atom 4 (C): 0.1541, atom 5 (N): -0.3522, atom 6 (H): 0.4787, atom 7 (H): 0.2352, atom 8 (H): 0.2189

No. 4
# C35H44BrClIMgO5SSi

C35H44BrClIMgO5SSi as an isolated structure (ωB97M-V/def2-TZVPD, the Open Molecules 2025 dataset).

Output
* energy: -162078.6263 eV
* total charge: -1
* HOMO energy: -4.769 eV
* ΔE to the lowest compared entry with this formula, charge and spin: 5.75 kcal/mol
* maximum force: 0.0093 Eh/bohr
* LUMO energy: 0.077 hartree

Positions of all 90 atoms, in Å:
Mg 0.07 1.79 0.65
C 1.63 1.99 4.56
C 2.44 0.72 4.81
C 2.03 0.11 6.16
C 3.93 1.05 4.81
O 2.25 -0.27 3.80
Si 0.89 -0.61 2.92
O 0.46 0.55 1.95
O -0.26 -0.99 4.04
C -1.46 -1.73 3.87
C -2.08 -1.50 2.49
C -2.42 -1.25 4.96
C -1.15 -3.22 4.07
O 1.22 -2.04 2.16
C 2.32 -2.40 1.33
C 3.44 -2.95 2.22
C 1.81 -3.48 0.38
C 2.84 -1.21 0.51
H 1.89 2.76 5.28
H 0.56 1.77 4.63
H 1.83 2.36 3.55
H 2.12 0.84 6.97
H 2.66 -0.76 6.38
H 1.00 -0.23 6.08
H 4.17 1.75 5.61
H 4.21 1.49 3.85
H 4.51 0.13 4.95
H -2.18 -0.43 2.31
H -3.06 -1.98 2.42
H -1.42 -1.91 1.73
H -2.62 -0.19 4.82
H -1.95 -1.38 5.94
H -3.36 -1.80 4.94
H -0.40 -3.52 3.34
H -2.05 -3.83 3.94
H -0.74 -3.38 5.07
H 3.06 -3.80 2.79
H 3.74 -2.17 2.92
H 4.30 -3.26 1.63
H 1.41 -4.32 0.97
H 2.62 -3.85 -0.25
H 1.01 -3.08 -0.24
H 3.21 -0.44 1.19
H 2.04 -0.79 -0.08
H 3.66 -1.52 -0.14
Br 0.01 5.31 -4.87
C 0.83 4.08 -6.05
C 1.29 4.55 -7.28
C 1.88 3.67 -8.17
C 1.99 2.33 -7.85
C 1.54 1.87 -6.63
C 0.96 2.74 -5.71
I 0.38 1.97 -3.83
H 1.19 5.60 -7.51
H 2.23 4.04 -9.13
H 2.44 1.64 -8.56
H 1.64 0.82 -6.36
C -4.39 -4.33 -4.64
C -3.83 -5.69 -4.31
O -4.35 -6.72 -4.65
S -2.32 -5.80 -3.37
C -1.89 -4.13 -2.88
C -0.77 -3.53 -3.45
C -0.36 -2.28 -3.03
C -1.06 -1.61 -2.02
C -2.20 -2.21 -1.48
C -2.60 -3.47 -1.89
C -0.63 -0.34 -1.53
C -0.25 0.76 -1.18
H -4.98 -4.40 -5.54
H -3.59 -3.60 -4.76
H -5.04 -4.00 -3.82
H -0.22 -4.06 -4.22
H 0.51 -1.81 -3.46
H -2.76 -1.68 -0.72
H -3.47 -3.94 -1.44
Cl 0.31 6.05 1.61
C -0.72 5.67 0.25
C -0.84 6.62 -0.74
C -1.63 6.36 -1.86
C -2.25 5.12 -1.97
C -2.11 4.18 -0.97
C -1.35 4.41 0.20
C -1.23 3.39 1.23
H -0.34 7.57 -0.63
H -1.74 7.11 -2.63
H -2.85 4.90 -2.84
H -2.58 3.21 -1.08
H -2.14 2.80 1.32
H -0.94 3.78 2.20

Results of the Mulliken charge analysis, in e, for atoms 1 through 8: atom 1 (Mg): 0.5939, atom 2 (C): -1.5362, atom 3 (C): 1.8749, atom 4 (C): -1.5304, atom 5 (C): -1.8891, atom 6 (O): -0.4200, atom 7 (Si): -1.0818, atom 8 (O): 1.3124

No. 5
# CH3ClP5

An isolated ion of composition CH3ClP5 and charge +1 in a non-equilibrium geometry (ωB97M-V/def2-TZVPD, the Open Molecules 2025 dataset).

Output
* energy: -60046.0425 eV
* total charge: +1
* HOMO energy: -13.397 eV
* ΔE to the lowest compared entry with this formula, charge and spin: 0.00 kcal/mol
* maximum force: 0.0507 Eh/bohr
* LUMO energy: -0.171 hartree

Positions of all 10 atoms, in Å:
C -0.05 1.51 0.64
P 0.03 -2.72 -1.43
P 1.04 -0.93 -2.33
P -1.08 -0.70 -1.58
P 1.46 -1.57 -0.22
P -0.20 -0.25 0.47
Cl -1.09 -0.80 2.18
H 0.56 1.64 1.58
H -1.06 1.84 0.89
H 0.37 1.97 -0.21

Results of the Mulliken charge analysis, in e, for atoms 1 through 8: atom 1 (C): -0.9727, atom 2 (P): 0.1281, atom 3 (P): 0.1301, atom 4 (P): 0.0762, atom 5 (P): 0.0798, atom 6 (P): 0.6276, atom 7 (Cl): -0.1562, atom 8 (H): 0.3583

No. 6
# C50H37GeN3OP2S4Ta

C50H37GeN3OP2S4Ta as an isolated structure in a non-equilibrium geometry (ωB97M-V/def2-TZVPD, the Open Molecules 2025 dataset).

Output
* energy: -178936.5012 eV
* total charge: +2
* 2S+1: 2
* HOMO energy (alpha / beta): -13.002 / -12.770 eV
* ΔE to the lowest compared entry with this formula, charge and spin: 53.15 kcal/mol
* ⟨S²⟩: 0.775
* maximum force: 0.0732 Eh/bohr
* LUMO energy (alpha / beta): -0.244 / -0.321 hartree

Positions of all 99 atoms, in Å:
Ta 0.02 0.65 -0.11
S 0.18 0.32 -2.60
P 0.89 -1.48 -1.80
C 1.54 -0.82 -0.26
P 1.59 -1.35 1.47
S 0.41 0.41 2.31
C 1.00 -2.98 1.94
C -0.07 -3.10 2.80
C -0.63 -4.38 3.02
C -0.08 -5.46 2.34
C 1.02 -5.33 1.51
C 1.60 -4.08 1.35
C 3.22 -1.38 2.20
C 4.29 -1.91 1.49
C 5.56 -1.82 2.02
C 5.79 -1.10 3.19
C 4.69 -0.61 3.95
C 3.40 -0.75 3.47
C 2.09 -2.27 -2.89
C 2.42 -3.64 -2.70
C 3.41 -4.21 -3.53
C 4.03 -3.42 -4.53
C 3.66 -2.05 -4.71
C 2.61 -1.55 -3.98
C -0.74 -2.33 -1.74
C -1.15 -2.88 -3.00
C -2.45 -2.88 -3.48
C -3.53 -2.35 -2.74
C -3.23 -1.77 -1.52
C -1.90 -1.70 -0.93
H -0.43 -2.22 3.37
H -1.47 -4.50 3.68
H -0.45 -6.48 2.52
H 1.44 -6.15 0.96
H 2.52 -4.00 0.72
H 4.13 -2.40 0.53
H 6.39 -2.41 1.60
H 6.83 -0.94 3.50
H 4.90 -0.16 4.87
H 2.54 -0.27 3.96
H 1.97 -4.24 -1.87
H 3.80 -5.20 -3.36
H 4.79 -3.82 -5.18
H 4.27 -1.45 -5.42
H 2.22 -0.57 -4.22
H -0.38 -3.25 -3.67
H -2.59 -3.29 -4.47
H -4.56 -2.42 -3.07
H -4.00 -1.21 -1.01
H -2.54 -0.20 0.08
S 2.92 0.39 -0.33
C 3.05 1.27 -1.83
C 4.03 0.90 -2.78
C 4.13 1.63 -3.96
C 5.02 1.21 -5.01
N 5.83 0.83 -5.73
C 3.36 2.79 -4.11
C 2.42 3.20 -3.19
C 2.22 2.39 -2.07
S 0.96 2.77 -0.94
C 3.73 3.79 -5.07
N 4.12 4.69 -5.70
H 4.61 0.00 -2.61
H 1.87 4.12 -3.30
C -2.15 3.79 -1.13
Ge -2.01 2.70 0.53
C -1.87 4.28 1.79
C -2.86 5.26 1.76
C -2.75 6.36 2.66
C -1.70 6.48 3.53
C -0.68 5.53 3.48
C -0.76 4.45 2.60
C -3.89 2.10 0.87
C -4.81 2.26 -0.13
C -6.09 1.64 -0.06
C -6.40 0.79 0.95
C -5.50 0.65 2.08
C -5.83 -0.16 3.17
C -4.90 -0.36 4.19
C -3.72 0.40 4.20
C -3.39 1.22 3.15
C -4.22 1.33 2.04
H -3.08 4.36 -1.07
H -2.16 3.16 -2.05
H -1.29 4.47 -1.17
H -3.71 5.19 1.08
H -3.55 7.14 2.62
H -1.56 7.22 4.26
H 0.22 5.55 4.09
H 0.05 3.73 2.54
H -4.57 2.84 -1.03
H -6.76 1.84 -0.89
H -7.32 0.23 0.95
H -6.84 -0.61 3.19
H -5.04 -1.13 4.92
H -2.98 0.32 5.02
H -2.38 1.77 3.09
O -1.18 -2.84 -0.52
N -1.62 -0.56 -0.16

Results of the Mulliken charge analysis, in e, for atoms 1 through 8: atom 1 (Ta): -0.4304, atom 2 (S): -0.4285, atom 3 (P): 0.7713, atom 4 (C): -0.1814, atom 5 (P): 0.7583, atom 6 (S): -0.5272, atom 7 (C): 0.7836, atom 8 (C): -0.1771

> energy of number 6 (C50H37GeN3OP2S4Ta)?

-178936.5012 eV

> Which of these has the lowest maximum force?

C35H44BrClIMgO5SSi

> Look up the energy of the first one.

-7761.4100 eV